Entry 1:
Molecular formula: C4H11BS
Method: DFT, the ωB97M-V functional and the def2-TZVPD basis

The energy above the lowest of the compared OMol25 structures with the same formula, charge and spin comes out at 80.1 kcal per mole. Its frontier orbital gap is 7.26 eV. As for the lowest unoccupied orbital energy: -0.34 eV.

Cartesian coordinates (Å):
B -1.573612 0.090655 -0.468844
C -1.996305 -0.683161 -1.642127
C -2.292370 0.624585 0.927360
C 2.504822 0.168763 1.182527
C 2.306485 -0.142594 -0.241561
S 1.205210 1.127434 -0.934634
H -2.961381 -1.364367 -1.661917
H -1.316226 -1.456064 -2.020969
H -1.933414 0.006010 -2.541369
H -2.676196 1.655346 1.078899
H -1.331307 0.571451 1.582624
H -3.094991 -0.105709 1.176787
H 3.195605 -0.613231 1.723644
H 2.981389 1.149038 1.215768
H 1.598650 0.214340 1.723724
H 2.095081 -1.203790 -0.253064
H 3.288563 -0.038712 -0.846847

Force components x, y, z for each atom (eV/Å):
0.0470 2.6713 2.4661
-1.1793 -2.6024 -2.9152
2.7104 -0.8721 -0.7456
3.0979 -0.6052 1.6333
1.4583 0.0111 -1.3680
-2.3201 -1.2538 -0.1583
1.2667 2.0531 0.4259
0.6568 0.2598 0.4400
-0.4788 -0.3814 0.9543
0.3921 -0.5909 -0.7239
-1.9110 -0.1582 -0.3661
0.7045 0.3892 0.1339
-1.0926 1.3885 -0.9520
0.0176 0.0039 0.5681
-1.0932 0.0213 0.5340
-0.8625 -0.2263 -0.9433
-1.4138 -0.1078 1.0167


Entry 2:
Molecular formula: C4H11BrClPtRh
Method: DFT, the ωB97M-V functional and the def2-TZVPD basis

Its frontier orbital gap (spin up / spin down) is 3.10 / 5.86 eV. Its net charge is -2. Its multiplicity is 7. As for the lowest unoccupied orbital energy (spin up / spin down): 5.41 / 5.24 eV.

Cartesian coordinates (Å):
Rh -0.154341 0.098991 2.819088
Cl 0.112328 1.308738 0.857144
C -1.890169 -0.939183 3.134367
H -1.669805 -1.759283 3.829470
H -2.091307 -1.328985 2.121639
H -2.712361 -0.277055 3.465915
Pt 0.549219 0.112616 -1.568083
C -1.358723 0.679942 -1.712605
C 2.144335 1.219511 -1.096564
C 0.949079 -1.479152 -2.458030
H 2.640370 0.621741 -0.312233
H 2.764398 1.257017 -1.999143
H 1.797652 2.213109 -0.782226
H -1.907291 -0.085520 -1.135270
H -1.415169 1.697988 -1.308980
H -1.622487 0.625084 -2.777108
H 0.091034 -2.041325 -2.887953
H 2.025351 -1.748684 -2.536640
Br 1.747881 -0.175541 4.347213

Force components x, y, z for each atom (eV/Å):
0.3374 0.3609 -0.3774
-0.5596 0.7836 1.5348
-0.7539 -0.1440 -0.1562
-0.3250 0.1050 -0.0468
-0.1981 -0.0456 0.3646
0.2133 -0.5128 -0.0009
-0.0880 -0.0123 0.6941
-1.6293 0.3525 -0.7091
1.7471 0.8643 -0.3407
0.5609 -1.9895 -1.5674
-0.0051 0.6084 0.0037
0.2761 0.2986 0.1121
0.6175 -0.1454 0.0837
-0.1607 0.5418 -0.0051
-0.5704 -0.1979 -0.0475
-0.3502 0.2165 0.1340
0.9796 -0.3915 0.0032
-0.7715 -0.6378 -0.3286
0.6800 -0.0547 0.6497


Entry 3:
Molecular formula: C4H11CaNO13S3
Method: DFT, the ωB97M-V functional and the def2-TZVPD basis

Its frontier orbital gap (spin up / spin down) is 4.65 / 3.91 eV. Its net charge is -3. Its multiplicity is 2. As for the lowest unoccupied orbital energy (spin up / spin down): 6.45 / 5.71 eV.

Cartesian coordinates (Å):
Ca 0.112161 1.020213 0.476647
S -2.188614 0.323634 2.816539
O -2.579588 1.570218 2.241682
O -1.901570 0.492054 4.251716
O -3.249808 -0.636768 2.517690
O -0.993863 -0.099622 2.045783
S -0.999359 2.391508 -1.789866
O -0.946494 3.821684 -2.211067
O 0.379030 1.959409 -1.530036
O -1.653061 2.279507 -0.489831
O -1.661082 1.539862 -2.751397
S 1.298119 2.749122 2.489210
O 1.808869 1.412031 2.197433
O 0.386858 3.065381 1.421419
O 0.549894 2.592423 3.724513
O 2.380195 3.750343 2.633073
C -0.596483 -2.601262 -2.396019
C -0.066786 -1.730354 -1.212108
C 1.327330 -1.081517 -1.392833
O 1.761631 -0.540021 -0.179730
C 2.352074 -1.559323 0.661960
N -1.108490 -0.741602 -0.905394
H 0.297085 -3.003985 -2.872938
H -0.896200 -2.102464 -3.317677
H -1.447973 -3.280346 -2.352159
H -0.044820 -2.427312 -0.374338
H 1.333525 -0.263812 -2.113539
H 2.039283 -1.776699 -1.837739
H 2.872227 -2.311071 0.068301
H 1.654365 -2.048941 1.341335
H 3.073480 -1.069240 1.315791
H -1.345606 -0.458745 -1.845534
H -1.946330 -1.234306 -0.630887

Force components x, y, z for each atom (eV/Å):
-0.1801 1.6496 0.8970
3.4796 -3.4746 0.2826
-2.0307 3.7640 -0.5389
-0.8307 -0.1482 -0.8601
-1.0477 -0.2111 0.5926
-0.3463 -0.9195 1.3564
-0.1645 4.2117 0.4346
-0.4212 -1.0378 -0.4880
2.4973 -1.4411 -0.9955
-1.3149 -0.5102 1.1445
-0.7721 -1.4973 -2.0329
0.8574 1.1609 3.0524
1.9056 -2.7910 -1.5533
-1.4654 1.2964 -2.3214
-0.6689 0.6607 1.7268
0.1220 -0.1378 -0.3062
1.7996 0.4968 -1.7456
-1.8344 -1.1143 -0.4383
-1.1012 0.0212 -1.1205
1.1933 -1.7422 0.5378
0.1734 0.9421 0.4766
0.7529 -0.4486 -0.6581
0.1615 -1.4436 0.2889
-0.2798 1.5133 0.3094
0.4122 -0.4176 1.1824
0.4944 0.0165 0.2961
-0.6628 0.3336 0.1194
0.2422 -0.5753 0.3787
-0.0323 -0.0269 -0.2622
-0.4486 0.0660 -0.2477
-0.0697 0.2659 -0.1288
-0.3340 1.5760 -0.1007
-0.0859 -0.0376 0.7221


Entry 4:
Molecular formula: C4H11Cl2N2O2
Method: DFT, the ωB97M-V functional and the def2-TZVPD basis

The energy above the lowest of the compared OMol25 structures with the same formula, charge and spin comes out at 33.6 kcal per mole. Its frontier orbital gap is 10.53 eV. Its net charge is +1. As for the lowest unoccupied orbital energy: -3.78 eV.

Cartesian coordinates (Å):
C 1.289299 0.916698 1.573676
C -3.307806 -0.503879 -0.484435
C 0.590553 0.057902 0.426260
C 1.727577 -0.545633 -0.427504
N -2.696117 0.248662 0.287390
N -0.361691 0.882349 -0.350970
O 1.197831 -0.940849 -1.671506
O 2.802818 0.206060 -0.638207
Cl -4.690894 -1.450283 -0.013553
Cl 2.191202 -2.034922 0.499250
H 0.560175 1.267900 2.328105
H 2.175706 0.447294 2.185106
H 1.648092 1.757373 0.998631
H 0.145576 -0.835195 0.969171
H -2.892195 0.263053 1.278395
H -1.547234 0.745014 -0.086480
H -3.032325 -0.859112 -1.449544
H -0.356249 0.515831 -1.250119
H 0.025681 1.743265 -0.529359
H 1.819085 -1.494680 -2.182192
H 3.338945 0.502703 0.182542

Force components x, y, z for each atom (eV/Å):
0.0128 -0.6342 0.1630
-2.1318 -2.3119 0.8963
1.0545 -0.9440 2.9335
-1.1276 -1.6601 -0.5108
1.0090 0.6537 0.0691
-0.0854 -1.8521 1.4778
0.0210 0.4078 0.6452
2.4075 2.0047 0.9082
0.4058 0.5025 0.0181
0.3762 -0.4447 0.1552
0.2796 -0.1804 -0.5101
-1.8490 0.4584 -1.5670
0.4395 0.6910 0.4063
-0.3257 1.2794 -1.2146
-0.7786 0.1444 0.0829
0.4649 0.1112 0.6333
0.5828 0.7732 -0.9529
0.0100 -1.4323 -2.4613
0.9014 3.0816 0.1371
-0.0910 0.3983 0.4840
-1.5758 -1.0464 -1.7933


no.,molar mass (g/mol)
1,102.01
2,472.47
3,417.41
4,190.05